Formula: C14H13N4ORuS2
Source: the OMol25 dataset
Level of theory: the ωB97M-V functional and the def2-TZVPD basis

Geometry as XYZ:
```
35
Properties=species:S:1:pos:R:3
Ru 0.17 1.31 -0.17
C -0.69 2.46 -4.33
N -0.39 1.51 -3.24
C -0.44 0.18 -3.49
C 0.12 -0.79 -2.67
N 0.68 -0.43 -1.54
C -0.05 1.98 -2.04
S 0.25 3.46 -1.44
C 1.59 -1.04 -0.72
C 2.09 -2.34 -0.78
C 3.06 -2.68 0.14
C 3.50 -1.75 1.07
C 2.92 -0.48 1.07
N 1.99 -0.15 0.19
H -1.08 1.93 -5.19
H 0.23 2.97 -4.62
H -1.41 3.21 -4.00
H -0.86 -0.10 -4.45
H 0.15 -1.81 -3.02
H 1.72 -3.04 -1.52
H 3.48 -3.68 0.13
H 4.29 -1.99 1.77
H 3.23 0.28 1.78
O 0.07 1.02 1.88
N -0.99 0.54 2.50
C -0.94 0.39 3.84
C -2.02 -0.07 4.53
C -3.18 -0.41 3.84
C -3.21 -0.28 2.47
C -2.10 0.21 1.79
S -2.08 0.42 0.07
H 0.00 0.68 4.30
H -1.96 -0.18 5.60
H -4.05 -0.77 4.37
H -4.09 -0.56 1.89
```

Multiplicity = 2
Gap between HOMO and LUMO (alpha / beta) = 6.1 / 6.0 eV
Calculated total energy = -46970.4873 eV
E_LUMO (alpha / beta) = -8.8 / -9.0 eV
Relative energy (zero: lowest compared OMol25 entry of this formula, charge and spin) = 294.9 kJ/mol
Net charge = +2

Results of the Löwdin charge analysis, in e, for atoms 1 through 5:
1 Ru 1.01
2 C 0.02
3 N -0.16
4 C 0.01
5 C -0.06